(1)
The following is a DFT calculation (wB97M-V/def2-TZVPD) of 3 unconnected molecules or ions with the total composition C3H3BrNO2.

Geometry as XYZ:
```
10
Properties=species:S:1:pos:R:3:mulliken_charge:R:1
C -0.44841 -0.10129 0.02537 0.570
C 0.95988 -1.60559 0.08491 0.627
C 0.33563 1.15426 0.00855 -0.941
N -1.37060 -0.78916 -0.06971 -0.430
O 1.28660 -1.62587 1.19352 -0.411
O 1.20668 -1.85872 -1.04380 -0.456
Br -3.50111 0.81550 -0.18420 -0.849
H 1.17727 0.97719 0.82274 0.267
H -0.40632 1.92119 0.06055 0.298
H 0.76038 1.11250 -0.89793 0.326
```

LUMO (alpha / beta) (Ha): 0.11811 / 0.11812
Highest occupied orbital energy (alpha / beta) (eV): -3.5339 / -3.5347
Charge: -1
ΔE to the lowest compared entry with this formula, charge and spin (kcal per mole): 49.7
Largest force on an atom (eV Å⁻¹): 4.88
Energy (eV): -78787.9925

(2)
The following is a DFT calculation (wB97M-V/def2-TZVPD) of 2 unconnected molecules or ions with the total composition C3H3BrO2.

Geometry as XYZ:
```
9
Properties=species:S:1:pos:R:3:mulliken_charge:R:1
O 1.13407 -1.99981 -0.65597 -0.417
C 0.97158 -1.39962 0.34145 0.608
O 1.61510 -0.38011 0.80252 -0.366
Br -0.23821 -1.96754 1.78743 -0.176
H 2.16240 0.02041 0.11047 0.333
C -0.79543 1.59226 -0.73006 -0.414
C -1.81750 1.06119 -0.40310 -0.242
H -0.25632 2.48077 -1.14164 0.283
H -2.77568 0.59246 -0.11109 0.392
```

LUMO (Ha): 0.01431
Highest occupied orbital energy (eV): -10.6194
Charge: 0
ΔE to the lowest compared entry with this formula, charge and spin (kcal per mole): 38.1
Largest force on an atom (eV Å⁻¹): 2.51
Energy (eV): -77294.6123

(3)
The following is a DFT calculation (wB97M-V/def2-TZVPD) of C3H3Cl in the gas phase.

Geometry as XYZ:
```
7
Properties=species:S:1:pos:R:3:mulliken_charge:R:1
C 0.80031 -0.60636 0.14529 -0.689
C -1.02203 0.54770 -0.71814 -0.075
C 0.25777 0.58221 -0.13295 0.087
Cl -2.35367 0.17583 -0.02809 -0.056
H 0.00866 -1.08347 0.62681 0.185
H 1.59516 -1.12057 0.71291 0.311
H 0.71379 1.50466 -0.60584 0.237
```

LUMO (alpha / beta) (Ha): -0.01796 / -0.01313
Highest occupied orbital energy (alpha / beta) (eV): -8.0649 / -7.9336
Charge: 0
ΔE to the lowest compared entry with this formula, charge and spin (kcal per mole): 83.5
Largest force on an atom (eV Å⁻¹): 4.52
Energy (eV): -15676.2143